1.
A cluster of 2 separate species, C4H10N2O in total in a non-equilibrium geometry, computed with ωB97M-V/def2-TZVPD.

Geometry as XYZ:
```
17
Properties=species:S:1:pos:R:3:forces:R:3:nbo_charge:R:1
C 0.850 -0.477 -2.587 -0.9348 -1.7965 0.1422 -0.61
C -1.286 0.852 2.683 1.3689 -1.7959 -1.8972 -0.71
C 0.767 -1.414 -1.331 -1.2683 2.2441 -0.8599 -0.24
C -0.473 1.361 1.562 1.6682 0.8664 -0.9536 0.44
N 0.185 -0.590 -0.247 -1.7050 0.7977 0.3107 -0.23
N -1.006 -0.442 -0.007 1.2350 -0.4179 -0.3508 -0.24
O 0.737 1.105 1.362 -0.7923 0.8326 1.3262 -0.66
H 1.326 0.420 -2.308 0.4873 1.2539 0.2794 0.21
H 1.498 -1.001 -3.251 0.6409 -0.2247 -0.8070 0.21
H -0.078 -0.279 -3.163 0.2954 -0.1670 0.8930 0.22
H -1.236 1.347 3.600 0.5960 0.8711 1.4310 0.23
H -2.289 0.858 2.345 -1.0984 -0.4728 -0.1839 0.23
H -0.788 -0.126 2.639 -1.0153 -0.4071 1.2819 0.24
H 1.766 -1.644 -1.069 0.9111 -0.5801 0.4482 0.20
H 0.126 -2.255 -1.475 -0.2076 -0.6429 -0.1155 0.22
H -0.900 2.148 0.962 -0.4032 0.4031 -0.5736 0.12
H 0.801 0.138 0.286 0.2221 -0.7639 -0.3712 0.38
```
Forces are in eV/Å.

## Properties
HOMO ... -0.2998 hartree
Relative energy (zero: lowest compared OMol25 entry of this formula, charge and spin) ... 102.7 kcal per mole
Frontier orbital gap ... 9.21 eV


2.
The molecule C4H10N2O in a non-equilibrium geometry, computed with ωB97M-V/def2-TZVPD.

Geometry as XYZ:
```
17
Properties=species:S:1:pos:R:3:forces:R:3:nbo_charge:R:1
C -2.839 0.575 -0.002 -1.6503 1.1587 0.8217 -0.27
O -2.308 -0.731 -0.059 0.3486 0.5539 0.4650 -0.50
C -0.960 -0.762 -0.170 -1.4757 -0.6904 0.2091 0.33
N -0.207 0.210 -0.317 -0.4760 0.9374 -0.3617 -0.33
N 1.136 -0.001 -0.436 -0.0768 0.1100 -0.2625 -0.28
C 1.746 1.173 0.048 2.5432 1.7879 -0.6523 -0.40
C 1.695 -1.229 0.071 -0.5883 -0.8957 0.1510 -0.45
H -2.234 1.292 0.618 -0.2472 -0.8482 -0.7315 0.20
H -2.916 0.942 -1.045 -0.1590 0.1758 0.6884 0.19
H -3.870 0.533 0.527 1.6053 -0.1740 -1.2202 0.19
H -0.658 -1.752 -0.105 0.6642 -1.8989 -0.0036 0.15
H 2.842 1.009 -0.165 -0.8091 0.5886 0.3113 0.19
H 1.426 2.068 -0.634 0.3773 -1.4590 1.8361 0.22
H 1.675 1.305 1.175 -0.3587 0.3033 -1.1845 0.17
H 1.511 -2.015 -0.712 0.0538 0.3235 1.0528 0.21
H 2.807 -1.115 0.131 -1.1011 -0.1276 0.3449 0.22
H 1.152 -1.500 1.076 1.3498 0.1546 -1.4640 0.18
```
Forces are in eV/Å.

## Properties
HOMO ... -0.3006 hartree
Relative energy (zero: lowest compared OMol25 entry of this formula, charge and spin) ... 84.9 kcal per mole
Frontier orbital gap ... 9.18 eV


3.
The molecule C4H10N2O in a non-equilibrium geometry, computed with ωB97M-V/def2-TZVPD.

Geometry as XYZ:
```
17
Properties=species:S:1:pos:R:3:forces:R:3:nbo_charge:R:1
C 0.831 0.764 -1.286 -0.0329 -0.1249 0.1495 -0.53
C 1.013 0.193 -0.087 0.0562 0.2563 -0.0662 0.20
C 2.364 -0.255 0.400 -0.0544 -0.0460 -0.0230 -0.64
N 0.001 0.004 0.843 -0.2135 -0.1571 -0.1076 -0.64
C -1.336 0.407 0.705 -0.2791 0.0442 1.1946 0.51
N -2.158 -0.622 -0.528 -0.4712 0.0768 1.4284 -0.95
O -2.153 0.053 1.663 0.8412 0.5193 -0.3467 -0.81
H 1.672 0.930 -1.940 0.0614 -0.0337 0.0202 0.21
H -0.134 1.099 -1.634 -0.0794 -0.0018 0.0242 0.20
H 2.350 -1.319 0.651 0.0020 0.0291 -0.0002 0.21
H 3.126 -0.093 -0.359 -0.0417 -0.0019 -0.0074 0.23
H 2.648 0.294 1.301 -0.0357 -0.0111 -0.0204 0.22
H 0.165 -0.606 1.630 -0.0716 0.0100 -0.0712 0.41
H -1.407 1.418 0.275 -0.0823 -0.2315 -0.2166 0.14
H -2.663 -0.761 0.521 0.5517 -0.1809 -2.0187 0.48
H -1.602 -1.372 -0.930 -0.1943 0.0558 0.0155 0.39
H -2.717 -0.136 -1.225 0.0437 -0.2026 0.0454 0.39
```
Forces are in eV/Å.

## Properties
HOMO ... -0.3124 hartree
Relative energy (zero: lowest compared OMol25 entry of this formula, charge and spin) ... 66.8 kcal per mole
Frontier orbital gap ... 9.33 eV


4.
A cluster of 3 separate species, C4H10N2O in total in a non-equilibrium geometry, computed with ωB97M-V/def2-TZVPD.

Geometry as XYZ:
```
17
Properties=species:S:1:pos:R:3:forces:R:3:nbo_charge:R:1
C 1.384 1.845 -0.684 -0.5273 0.0413 -1.1904 -0.46
C -1.219 -2.117 0.603 -0.5035 0.1958 -2.2611 -0.57
N -0.068 -0.279 0.925 1.5012 2.4880 2.9689 0.11
N 1.265 1.184 0.614 2.5025 -1.5922 0.8875 -0.73
C -0.677 -0.639 -0.203 -1.3198 -3.5331 2.5221 0.17
C -1.391 -0.107 -1.180 -0.2232 0.6983 -0.5204 -0.52
O 0.842 -0.864 1.673 0.0079 0.0503 -1.4889 -0.56
H 1.841 0.081 1.208 -1.7538 1.5861 -1.9797 0.46
H 1.570 1.823 1.343 -1.0080 0.3618 0.4245 0.38
H 1.335 2.936 -0.770 -0.7814 0.1390 1.2032 0.20
H 0.501 1.428 -1.187 0.8000 0.4316 -0.6757 0.21
H 2.275 1.794 -1.326 0.1661 -1.4267 0.4616 0.21
H -0.949 -2.429 1.610 0.7368 0.8731 -0.2223 0.25
H -2.307 -2.090 0.615 -0.0365 0.2787 -0.4277 0.21
H -0.878 -2.870 -0.110 -0.0997 -0.1095 0.1392 0.22
H -1.307 0.930 -1.477 0.2639 -0.1359 -0.0395 0.21
H -2.217 -0.625 -1.653 0.2748 -0.3467 0.1987 0.22
```
Forces are in eV/Å.

## Properties
HOMO (alpha / beta) ... -0.2931 / -0.2931 hartree
Relative energy (zero: lowest compared OMol25 entry of this formula, charge and spin) ... 224.5 kcal per mole
Frontier orbital gap (alpha / beta) ... 7.93 / 7.93 eV


5.
The molecule C4H10N2O in a non-equilibrium geometry, computed with ωB97M-V/def2-TZVPD.

Geometry as XYZ:
```
17
Properties=species:S:1:pos:R:3:forces:R:3:nbo_charge:R:1
C 0.774 0.841 1.551 0.6999 -0.2279 -0.2386 -0.62
C -0.299 0.122 0.721 -0.1044 -0.3096 -0.1011 -0.06
C -0.878 -1.132 1.427 -0.0432 1.0671 -0.0679 -0.61
N 0.247 -0.245 -0.588 0.4028 0.2454 0.0603 -0.63
C -0.356 0.090 -1.759 -0.0189 -0.2155 -0.1425 0.78
N 0.473 -0.003 -2.893 -0.4441 0.0323 0.3044 -0.86
O -1.532 0.379 -1.855 -0.1291 0.1207 0.0695 -0.65
H 0.425 1.747 2.024 -0.2375 0.1456 0.2034 0.22
H 1.247 0.208 2.304 -0.3504 -0.1155 0.1513 0.21
H 1.618 1.122 0.918 -0.1538 0.2472 -0.1753 0.21
H -1.108 0.821 0.493 0.0663 -0.1770 0.0347 0.23
H -0.190 -1.479 2.194 0.0863 -0.4309 -0.2013 0.20
H -1.110 -1.858 0.660 0.0648 -0.4083 0.1057 0.23
H -1.805 -0.882 1.933 -0.1683 0.0487 0.1239 0.21
H 1.206 -0.544 -0.645 0.0292 -0.0105 0.0910 0.39
H 1.354 0.476 -2.810 0.1816 -0.0103 0.0220 0.37
H -0.067 0.337 -3.673 0.1189 -0.0016 -0.2396 0.39
```
Forces are in eV/Å.

## Properties
HOMO ... -0.3532 hartree
Relative energy (zero: lowest compared OMol25 entry of this formula, charge and spin) ... 8.0 kcal per mole
Frontier orbital gap ... 10.45 eV


6.
The ion C4H10N2O with charge +1 in a non-equilibrium geometry, computed with ωB97M-V/def2-TZVPD.

Geometry as XYZ:
```
17
Properties=species:S:1:pos:R:3:forces:R:3:mulliken_spin:R:1
C -2.213 0.155 0.333 -2.3262 -3.5300 -0.6112 -0.06
N -1.097 0.921 0.548 1.4304 0.2740 -0.5504 0.59
C 0.264 0.751 -1.502 -1.2826 -1.5805 -1.2242 0.13
C 0.179 0.517 0.009 -0.3842 1.3168 1.6946 0.01
C 0.612 -0.913 0.436 0.6019 -0.3935 1.6442 0.10
N 2.049 -0.821 0.698 -0.6852 -2.0452 -0.1692 0.13
O -2.273 -1.029 0.616 0.8742 1.4648 0.0342 0.12
H -3.053 0.519 -0.257 -0.1347 1.1884 0.2353 0.02
H -1.212 1.853 0.939 0.0846 0.0157 -0.1080 -0.02
H 1.312 0.797 -1.764 0.2329 0.5542 0.0095 0.01
H -0.130 -0.139 -2.087 0.1774 0.9793 0.8325 0.00
H -0.369 1.611 -1.733 0.7328 0.0878 -0.3687 -0.01
H 0.855 1.222 0.503 0.2641 -0.1408 -0.2530 0.00
H 0.377 -1.703 -0.284 -0.0138 0.4675 -0.0294 0.00
H 0.100 -1.135 1.385 -0.1231 -0.0016 -0.5187 -0.01
H 2.249 -0.835 1.698 -0.2398 0.7775 -0.0282 0.00
H 2.353 -1.771 0.461 0.7913 0.5656 -0.5893 0.01
```
Forces are in eV/Å.

## Properties
Total charge ... +1
HOMO (alpha / beta) ... -0.5479 / -0.5234 hartree
Relative energy (zero: lowest compared OMol25 entry of this formula, charge and spin) ... 48.7 kcal per mole
2S+1 ... 2
Frontier orbital gap (alpha / beta) ... 10.88 / 5.30 eV
<S²> ... 0.758